159
Properties=species:S:1:pos:R:3:forces:R:3:mulliken_charge:R:1 method="wB97M-V/def2-TZVPD" e_homo_ev=-2.3 charge=-2 lumo_ha=0.1412 mol_weight_da=1595.58
Sn -0.180 -0.448 -0.216 0.31 -0.21 0.16 1.925
C 4.000 4.975 -0.203 -0.06 -0.01 -0.01 -2.003
C 3.008 3.844 0.099 0.05 0.01 0.12 2.115
C 2.348 4.040 1.466 -0.01 -0.06 -0.07 -2.047
C 3.778 2.537 0.134 0.03 -0.13 0.02 -2.419
N 1.936 3.883 -0.925 0.07 0.14 -0.04 0.458
C 1.194 5.048 -1.066 0.00 -0.02 0.00 -0.190
C 0.360 4.868 -2.097 -0.03 -0.06 0.04 -1.640
N 0.559 3.600 -2.596 0.11 0.21 -0.17 0.239
B -0.290 3.170 -3.820 0.04 -0.21 0.19 1.116
N 0.399 2.032 -4.597 -0.12 0.13 -0.25 -0.226
C 1.588 2.320 -5.231 -0.07 -0.04 -0.01 -1.241
C 2.137 1.169 -5.640 0.01 0.02 0.09 -0.397
N 1.290 0.142 -5.234 0.03 0.03 -0.15 0.617
C 0.177 0.690 -4.643 0.07 0.00 0.14 0.029
S -1.220 -0.107 -4.138 -0.09 -0.02 -0.02 -0.206
C 1.647 -1.274 -5.491 0.02 -0.04 -0.02 2.195
C 0.946 -2.254 -4.555 -0.04 -0.04 0.06 -2.183
C 3.160 -1.418 -5.251 -0.03 0.08 -0.01 -2.052
C 1.300 -1.595 -6.946 -0.07 0.00 0.04 -2.074
N -1.752 2.866 -3.427 -0.09 0.21 -0.09 0.143
C -2.710 2.955 -4.411 -0.02 -0.02 0.00 -1.567
C -3.891 2.587 -3.894 0.04 -0.03 0.03 -0.066
N -3.670 2.273 -2.561 -0.08 -0.01 -0.02 0.550
C -2.338 2.444 -2.283 -0.16 -0.15 0.07 -1.048
S -1.623 2.219 -0.757 0.27 0.31 0.04 0.598
C -4.708 1.756 -1.630 -0.03 -0.12 0.04 1.491
C -4.872 2.696 -0.434 0.05 0.03 -0.01 -1.451
C -4.330 0.340 -1.184 0.00 0.14 -0.01 -0.797
C -6.051 1.686 -2.360 0.10 -0.02 -0.06 -2.700
C 1.527 2.978 -1.874 -0.16 -0.19 0.14 -0.792
S 2.047 1.372 -2.091 0.01 -0.04 0.01 0.696
H 4.799 4.958 0.540 0.00 0.01 0.00 0.432
H 3.527 5.957 -0.172 0.00 0.01 0.00 0.399
H 4.441 4.834 -1.192 0.00 -0.01 0.00 0.398
H 3.102 3.942 2.251 0.00 0.00 0.02 0.590
H 1.585 3.271 1.605 0.01 -0.01 0.01 0.224
H 1.876 5.019 1.563 -0.02 0.00 0.00 0.499
H 4.559 2.633 0.893 0.00 0.02 0.07 0.768
H 4.235 2.299 -0.824 0.02 -0.01 0.05 0.564
H 3.109 1.722 0.403 0.06 -0.09 0.02 0.061
H 1.305 5.887 -0.406 0.02 0.01 0.01 0.533
H -0.391 5.519 -2.507 0.00 0.00 -0.02 0.577
H -0.344 4.134 -4.564 0.07 0.02 0.00 -0.298
H 1.958 3.329 -5.297 -0.01 0.00 -0.01 0.561
H 3.068 0.999 -6.145 0.01 -0.05 0.01 0.505
H 1.077 -1.964 -3.512 0.04 0.03 0.01 0.208
H 1.391 -3.241 -4.710 0.04 -0.01 0.00 0.683
H -0.122 -2.312 -4.729 0.03 -0.04 0.01 0.555
H 3.438 -0.906 -4.328 0.01 -0.03 0.02 0.359
H 3.755 -1.009 -6.069 0.01 0.02 0.00 0.393
H 3.410 -2.475 -5.156 0.00 -0.02 -0.04 0.595
H 0.222 -1.507 -7.091 0.00 -0.01 0.00 0.357
H 1.608 -2.613 -7.193 0.00 0.00 0.00 0.432
H 1.800 -0.900 -7.624 0.02 -0.01 -0.01 0.386
H -2.455 3.241 -5.416 0.02 0.01 0.01 0.552
H -4.844 2.494 -4.375 -0.04 0.00 0.04 0.474
H -3.919 2.855 0.066 -0.04 -0.01 -0.01 0.099
H -5.571 2.248 0.276 -0.03 0.01 0.00 0.405
H -5.266 3.663 -0.760 -0.02 0.00 0.00 0.448
H -3.518 0.361 -0.459 -0.04 -0.02 -0.05 -0.332
H -3.999 -0.250 -2.041 -0.04 0.01 -0.01 0.369
H -5.196 -0.147 -0.731 -0.01 0.03 -0.01 0.561
H -6.337 2.653 -2.776 -0.03 0.02 0.01 0.608
H -6.809 1.395 -1.633 0.01 -0.03 0.00 0.438
H -6.037 0.937 -3.154 -0.01 0.01 -0.02 0.463
N 0.897 -3.113 -0.986 -0.10 -0.08 -0.15 0.236
C 0.485 -3.994 0.109 0.04 0.02 0.00 -1.211
C 0.093 -3.291 1.416 -0.15 -0.23 0.06 0.249
O -0.114 -4.024 2.379 0.00 0.06 0.05 -0.801
O 0.033 -2.010 1.433 0.05 0.38 -0.19 0.900
H 0.121 -2.996 -1.639 -0.11 0.00 -0.02 -0.492
H 1.630 -3.557 -1.527 0.04 0.02 0.03 0.403
H 1.307 -4.660 0.381 -0.01 -0.01 -0.03 0.333
H -0.365 -4.626 -0.164 0.00 0.01 0.00 0.292
F 7.937 -0.746 -3.001 -0.01 -0.01 0.02 -0.385
C 6.927 -0.891 -2.101 0.01 0.00 0.01 0.276
C 5.781 -1.549 -2.488 0.00 -0.03 0.00 -0.821
C 4.756 -1.679 -1.558 0.00 0.04 0.01 -0.356
C 4.873 -1.185 -0.257 -0.17 0.08 -0.06 0.734
C 6.045 -0.511 0.076 0.00 -0.05 0.06 -0.666
C 7.082 -0.361 -0.838 0.01 0.01 0.00 -0.836
Sb 3.078 -1.356 0.971 0.49 0.07 -0.11 -0.394
C 3.584 -3.354 1.637 -0.18 0.00 0.01 0.331
C 3.204 -3.749 2.920 -0.02 0.01 -0.05 -0.206
C 3.351 -5.062 3.345 0.01 0.00 0.01 -0.564
C 3.878 -5.980 2.462 0.02 -0.01 0.01 0.260
F 4.022 -7.272 2.863 0.01 0.03 0.00 -0.385
C 4.264 -5.639 1.184 -0.02 -0.01 -0.02 -0.542
C 4.103 -4.319 0.778 0.10 0.06 0.02 -0.467
C 3.928 -0.449 2.741 -0.15 0.01 -0.04 0.619
C 5.116 -0.865 3.340 -0.02 -0.02 0.02 -0.366
C 5.603 -0.240 4.481 0.01 0.00 0.02 -0.968
C 4.875 0.804 5.017 -0.01 -0.01 -0.02 0.246
F 5.354 1.426 6.127 -0.02 -0.03 -0.01 -0.405
C 3.684 1.235 4.472 0.02 0.01 0.03 -0.817
C 3.217 0.599 3.326 0.01 0.04 -0.07 0.088
H 5.688 -1.929 -3.497 -0.01 0.01 -0.01 0.473
H 3.831 -2.154 -1.871 -0.01 0.00 -0.02 0.544
H 6.160 -0.083 1.065 0.00 0.02 -0.01 0.306
H 7.994 0.164 -0.583 0.00 0.01 -0.01 0.439
H 2.764 -3.027 3.599 -0.06 -0.03 0.01 0.294
H 3.039 -5.377 4.332 -0.02 0.00 -0.01 0.434
H 4.666 -6.395 0.522 0.01 0.00 0.00 0.427
H 4.408 -4.043 -0.226 -0.01 -0.01 -0.01 0.262
H 5.670 -1.695 2.915 0.00 -0.01 0.02 0.587
H 6.523 -0.554 4.957 0.01 0.01 -0.01 0.433
H 3.136 2.043 4.939 0.00 0.01 -0.01 0.575
H 2.285 0.921 2.871 0.03 0.03 -0.03 -0.486
C -6.714 0.774 4.530 0.02 -0.01 0.00 -0.588
C -5.543 1.088 5.209 -0.02 0.00 0.00 -0.772
C -4.311 0.867 4.611 0.00 -0.03 0.02 -0.345
C -4.221 0.333 3.325 0.00 -0.10 -0.16 0.228
C -5.402 0.007 2.663 0.00 0.04 -0.02 -0.624
C -6.641 0.225 3.259 0.01 0.02 0.02 -0.528
Sb -2.276 0.126 2.378 0.01 0.37 0.23 0.162
C -1.443 -0.954 4.029 0.05 -0.01 -0.07 0.578
C -0.082 -0.855 4.313 -0.01 0.00 -0.01 0.175
C 0.496 -1.643 5.296 0.02 0.00 0.01 -0.330
C -0.276 -2.567 5.987 -0.03 -0.01 -0.01 -0.722
C -1.626 -2.690 5.695 0.02 -0.02 0.02 -0.880
C -2.206 -1.887 4.721 0.01 0.06 0.02 -0.488
C -1.810 2.166 3.026 0.07 -0.06 -0.11 0.675
C -0.542 2.583 3.426 -0.08 0.01 0.07 -0.195
C -0.269 3.924 3.670 -0.01 0.00 0.06 -0.264
C -1.256 4.883 3.495 -0.01 0.00 -0.01 -0.798
C -2.521 4.489 3.082 0.01 0.00 0.01 -0.932
C -2.788 3.147 2.848 0.01 -0.03 0.03 -0.152
H -7.678 0.954 4.994 0.00 -0.01 0.00 0.337
H -5.591 1.512 6.206 0.01 -0.01 0.00 0.383
H -3.404 1.118 5.150 0.00 0.01 -0.01 0.383
H -5.348 -0.436 1.677 -0.01 -0.01 0.01 0.452
H -7.549 -0.037 2.729 0.01 0.01 -0.02 0.379
H 0.540 -0.187 3.732 -0.01 -0.05 -0.02 -0.297
H 1.557 -1.552 5.505 0.00 0.01 -0.02 0.369
H 0.180 -3.210 6.731 0.00 0.02 0.02 0.359
H -2.227 -3.426 6.218 -0.01 -0.01 -0.02 0.350
H -3.259 -2.002 4.489 -0.01 -0.01 0.01 0.408
H 0.251 1.856 3.539 0.03 0.01 -0.02 0.030
H 0.725 4.224 3.982 0.01 -0.02 -0.01 0.367
H -1.037 5.931 3.666 -0.01 0.00 0.02 0.358
H -3.301 5.227 2.937 0.00 0.00 -0.03 0.396
H -3.784 2.860 2.528 0.00 0.02 -0.01 0.364
F 0.762 0.728 1.268 -0.29 -0.08 -0.02 0.864
O -1.733 -3.220 -2.690 0.12 0.04 0.02 -0.788
C -2.594 -2.953 -1.866 0.03 0.00 0.05 -0.244
N -2.421 -2.310 -0.670 0.08 -0.26 0.08 1.243
C -3.574 -2.405 0.039 0.04 -0.02 0.00 -0.988
O -3.782 -2.038 1.192 -0.05 -0.06 0.03 -0.556
C -4.647 -3.048 -0.814 0.01 0.02 -0.02 0.242
C -5.987 -3.282 -0.594 -0.04 -0.01 0.02 -0.233
C -6.719 -3.854 -1.635 0.03 0.02 0.03 -0.642
C -6.109 -4.179 -2.842 0.00 0.02 -0.01 -0.525
C -4.749 -3.939 -3.046 0.01 -0.02 -0.04 -0.383
C -4.043 -3.367 -2.011 -0.03 0.01 0.02 -0.112
H -6.447 -3.021 0.352 0.00 -0.01 0.01 0.526
H -7.779 -4.043 -1.505 0.00 -0.02 0.00 0.389
H -6.704 -4.617 -3.635 0.00 0.00 0.00 0.389
H -4.264 -4.175 -3.985 0.01 -0.02 0.01 0.470

=====

176
Properties=species:S:1:pos:R:3:forces:R:3:mulliken_charge:R:1 method="wB97M-V/def2-TZVPD" e_homo_ev=-7.8 charge=0 smiles="CNCC1=C(P(=O)(O)O)C(=O)c2c(CCCCCCCSc3nnco3)c(CCCF)c(COC(C)=O)c(I)c2C1=O.c1cc[nH]c1.c1cc[nH]c1.c1cc[nH]c1.c1cc[nH]c1.c1cc[nH]c1.c1cc[nH]c1.c1cc[nH]c1.c1cc[nH]c1.c1cc[nH]c1.c1cc[nH]c1" lumo_ha=-0.0628 mol_weight_da=1408.43
C 1.388 -2.109 4.006 1.10 0.09 0.73 -0.469
N 0.429 -1.571 4.995 -0.75 0.09 -0.57 -0.183
C -0.871 -1.239 4.399 -0.62 -0.73 -0.61 -1.416
C -0.809 -0.600 2.962 -0.19 0.56 0.36 0.416
C -0.291 0.641 2.728 -1.24 -0.65 -0.42 0.483
P 0.404 1.753 4.026 1.79 2.06 0.42 0.944
O 1.887 1.763 4.096 -1.19 -0.55 0.02 -0.829
O -0.279 1.521 5.522 0.24 -0.03 -1.86 -0.559
O -0.062 3.303 3.585 -0.99 -2.75 0.68 -0.591
C -0.327 1.164 1.244 -0.72 -0.91 0.55 -0.354
O 0.575 1.796 0.768 -0.41 -0.08 0.12 -0.579
C -1.614 0.738 0.456 -1.54 -0.75 -0.61 0.695
C -2.252 1.636 -0.492 0.01 -1.43 0.92 0.196
C -1.613 3.041 -0.716 -1.16 0.23 -0.51 -1.444
C -0.749 3.123 -2.043 -0.44 0.78 0.56 0.552
C 0.447 4.145 -1.908 -0.04 -0.11 -1.08 -1.090
C 1.560 3.687 -2.928 -0.21 -0.05 0.37 -0.459
C 2.210 2.309 -2.488 0.36 1.23 -0.26 1.264
C 3.771 2.425 -2.639 -0.33 -0.82 0.89 -0.831
C 4.388 1.101 -1.987 0.17 -0.03 -0.70 -0.677
S 4.932 1.410 -0.228 -0.05 -0.94 0.09 -0.135
C 5.114 -0.261 0.447 -0.33 0.58 0.30 0.267
N 4.959 -0.676 1.715 0.44 0.57 -3.39 -0.416
N 5.204 -2.021 1.632 0.48 -2.03 -1.41 -0.114
C 5.471 -2.382 0.386 -0.39 1.87 1.42 -0.027
O 5.453 -1.247 -0.439 -0.40 -0.78 1.65 -0.253
C -3.492 1.185 -1.174 0.68 -0.79 0.64 0.170
C -4.117 2.215 -2.175 0.68 0.43 0.56 -0.147
C -4.946 3.342 -1.408 -0.10 0.45 -0.30 -0.792
C -6.467 3.357 -1.771 0.58 0.40 0.28 -0.127
F -7.123 4.239 -0.866 0.42 -0.79 -0.72 -0.344
C -4.084 -0.138 -0.913 1.89 1.08 0.49 0.964
C -5.405 -0.499 -1.645 -0.78 0.52 0.94 -0.968
O -5.427 -1.823 -2.215 1.88 0.11 -0.18 0.193
C -4.315 -2.053 -2.996 0.75 -1.58 -0.84 0.633
C -3.803 -3.542 -3.036 -1.98 -0.23 0.13 -0.960
O -3.752 -1.220 -3.661 -0.50 0.37 0.75 -0.597
C -3.405 -1.041 0.054 0.56 1.60 -0.58 -0.344
I -4.227 -3.002 0.522 0.34 1.20 0.13 0.179
C -2.196 -0.603 0.721 -0.19 1.04 -0.45 0.603
C -1.417 -1.448 1.784 -0.03 1.69 -0.35 -0.346
O -1.248 -2.634 1.717 -0.10 0.41 0.22 -0.363
H 2.224 -2.593 4.587 -0.75 0.41 -0.62 0.274
H 0.944 -2.908 3.357 0.14 0.93 0.58 -0.020
H 1.845 -1.269 3.419 -0.33 -0.90 0.01 0.252
H 0.807 -0.789 5.524 0.07 -0.28 -0.37 0.334
H -1.497 -0.560 5.032 0.82 -0.57 -0.37 0.389
H -1.450 -2.202 4.311 0.52 0.90 -0.08 0.328
H 0.414 1.493 6.207 -0.11 0.13 -0.41 0.370
H -1.041 3.290 3.666 0.53 0.57 -0.13 0.357
H -2.468 3.764 -0.839 0.81 -0.61 0.23 0.300
H -1.049 3.413 0.181 -0.43 -0.72 -0.93 0.802
H -0.438 2.093 -2.348 0.06 0.88 0.27 -0.196
H -1.415 3.543 -2.852 0.74 -0.66 0.62 0.132
H 0.829 4.246 -0.860 -0.18 -0.44 -0.85 0.435
H 0.095 5.174 -2.212 0.20 -1.01 0.35 0.375
H 2.365 4.463 -2.998 -0.63 -0.56 0.07 0.344
H 1.092 3.616 -3.951 0.42 0.02 0.92 0.033
H 1.951 2.147 -1.405 0.28 -0.09 -1.01 -0.380
H 1.848 1.446 -3.116 0.30 0.92 0.78 -0.411
H 4.046 2.534 -3.725 -0.13 -0.38 1.05 0.344
H 4.186 3.341 -2.126 -0.53 -0.88 -0.42 0.168
H 5.261 0.781 -2.610 -0.71 -0.01 0.79 0.580
H 3.610 0.291 -1.921 0.83 0.80 -0.34 0.316
H 5.687 -3.380 -0.043 -0.20 1.07 0.43 0.392
H -4.684 1.742 -3.012 0.36 0.31 0.82 0.875
H -3.258 2.759 -2.659 -0.88 -0.79 0.37 -1.035
H -4.528 4.348 -1.701 -0.47 -0.96 0.26 0.356
H -4.801 3.288 -0.293 -0.32 -0.24 -1.09 0.346
H -6.612 3.790 -2.799 0.03 -0.62 0.93 0.263
H -6.933 2.344 -1.676 0.27 0.86 -0.07 0.085
H -6.223 -0.474 -0.867 0.71 -0.35 -0.84 0.223
H -5.718 0.218 -2.438 0.66 -0.42 0.74 0.096
H -3.403 -3.816 -4.043 -0.04 0.64 0.97 0.376
H -3.114 -3.777 -2.191 -0.38 0.45 -0.83 0.117
H -4.717 -4.191 -2.885 0.96 0.53 -0.01 0.275
C -2.650 5.833 -6.452 0.00 0.18 -0.06 -0.311
C -2.739 4.573 -5.806 0.07 -0.11 0.07 -0.923
C -1.505 3.980 -5.895 0.05 -0.14 0.04 -0.244
N -0.676 4.831 -6.572 -0.06 0.03 0.04 0.015
C -1.365 5.965 -6.911 0.02 -0.07 -0.04 -0.627
H -3.437 6.561 -6.565 0.07 -0.01 0.01 0.445
H -3.609 4.149 -5.329 0.04 0.01 -0.04 0.559
H -1.146 3.028 -5.536 -0.02 0.04 -0.01 0.488
H 0.290 4.651 -6.788 -0.09 0.00 0.04 0.227
H -0.883 6.763 -7.448 -0.01 -0.06 0.06 0.387
C 5.603 2.136 7.672 0.01 0.16 0.00 -0.615
C 5.550 0.723 7.573 -0.01 -0.17 0.00 -0.465
C 4.679 0.418 6.557 -0.08 0.05 -0.01 -0.484
N 4.201 1.592 6.043 0.06 -0.02 0.06 0.155
C 4.762 2.644 6.712 -0.06 -0.05 -0.01 -0.426
H 6.190 2.716 8.366 -0.02 -0.03 -0.04 0.376
H 6.090 0.010 8.177 -0.03 0.04 -0.03 0.401
H 4.358 -0.531 6.157 0.04 0.04 0.01 0.448
H 3.538 1.669 5.286 -0.04 0.01 -0.09 0.396
H 4.515 3.660 6.450 0.03 -0.05 0.02 0.399
C 4.142 -6.620 5.083 -0.09 -0.07 -0.14 -0.744
C 4.880 -5.955 6.096 0.13 0.04 0.10 -0.608
C 5.154 -4.690 5.639 0.07 0.08 -0.05 -0.678
N 4.614 -4.568 4.390 -0.06 0.03 0.04 0.155
C 3.992 -5.737 4.045 0.01 0.06 -0.05 -0.375
H 3.764 -7.630 5.112 0.01 0.06 0.00 0.414
H 5.175 -6.359 7.052 -0.14 0.06 0.01 0.737
H 5.686 -3.870 6.095 -0.03 -0.05 0.00 0.436
H 4.666 -3.743 3.811 0.06 -0.06 -0.02 0.226
H 3.497 -5.839 3.092 0.02 -0.02 0.04 0.463
C -0.024 -6.118 1.953 -0.05 0.11 -0.02 0.033
C -0.111 -7.532 1.846 -0.06 -0.13 -0.03 -0.784
C -0.982 -7.812 0.824 -0.07 -0.12 -0.02 -0.608
N -1.428 -6.621 0.312 0.08 -0.04 0.10 0.169
C -0.844 -5.584 0.992 -0.08 0.08 -0.12 -0.893
H 0.573 -5.557 2.655 -0.04 -0.02 -0.02 0.531
H 0.406 -8.261 2.450 -0.03 0.03 -0.04 0.424
H -1.322 -8.751 0.418 0.03 0.03 0.05 0.372
H -2.081 -6.523 -0.445 0.09 0.00 0.04 0.177
H -1.064 -4.562 0.736 0.00 -0.09 0.06 0.540
C -5.338 -6.370 4.549 0.09 -0.03 0.11 -0.540
C -5.916 -6.190 3.267 -0.07 0.04 -0.13 -0.690
C -4.901 -6.273 2.348 0.15 0.07 -0.05 -0.503
N -3.732 -6.491 3.027 -0.04 -0.03 -0.02 0.181
C -3.990 -6.557 4.367 0.04 0.04 -0.05 -0.516
H -5.851 -6.364 5.498 0.03 -0.01 -0.05 0.403
H -6.958 -6.019 3.043 0.05 -0.01 0.01 0.397
H -4.908 -6.194 1.272 -0.03 -0.06 0.04 0.608
H -2.821 -6.589 2.603 -0.02 0.02 0.05 0.330
H -3.195 -6.729 5.074 -0.05 0.02 -0.02 0.395
C -8.681 -2.088 -2.753 0.14 -0.04 0.05 0.197
C -10.040 -2.374 -3.045 -0.14 -0.05 -0.01 -1.020
C -10.211 -3.727 -2.908 -0.04 -0.07 -0.03 -0.414
N -9.006 -4.270 -2.549 -0.06 0.14 0.01 0.034
C -8.070 -3.277 -2.447 0.05 -0.18 -0.01 -0.620
H -8.205 -1.120 -2.764 -0.02 -0.05 -0.02 0.462
H -10.805 -1.667 -3.323 0.03 -0.05 0.02 0.394
H -11.082 -4.349 -3.036 0.03 0.06 -0.01 0.380
H -8.836 -5.247 -2.385 -0.03 0.10 0.00 0.180
H -7.054 -3.502 -2.169 -0.08 0.05 0.01 0.390
C 9.273 -6.427 9.469 0.00 0.15 -0.02 -0.531
C 9.137 -7.835 9.370 -0.03 -0.14 -0.04 -0.405
C 8.281 -8.091 8.330 -0.05 -0.02 -0.02 -0.494
N 7.893 -6.891 7.799 0.08 -0.04 0.03 0.015
C 8.497 -5.872 8.484 -0.06 0.04 -0.02 -0.344
H 9.874 -5.882 10.180 -0.03 -0.02 -0.04 0.378
H 9.612 -8.578 9.992 -0.03 0.04 -0.04 0.384
H 7.915 -9.019 7.923 0.03 0.04 0.04 0.357
H 7.261 -6.775 7.023 0.09 0.02 0.02 0.285
H 8.321 -4.843 8.213 0.02 -0.05 0.04 0.370
C -2.051 10.702 -6.805 0.10 -0.08 0.09 -0.517
C -2.940 10.992 -7.871 -0.08 -0.01 -0.13 -0.402
C -2.757 10.031 -8.830 -0.01 -0.02 -0.10 -0.527
N -1.786 9.172 -8.388 -0.05 0.09 0.11 0.028
C -1.355 9.572 -7.150 0.07 -0.02 -0.03 -0.341
H -1.935 11.257 -5.888 0.00 -0.04 -0.05 0.406
H -3.637 11.814 -7.927 0.03 -0.05 0.00 0.390
H -3.230 9.885 -9.788 0.02 0.03 0.05 0.388
H -1.445 8.373 -8.892 -0.08 0.09 0.00 0.213
H -0.592 9.020 -6.625 -0.05 0.06 0.01 0.388
C 6.454 6.345 -2.609 -0.01 -0.06 0.11 -0.373
C 6.069 6.982 -3.817 -0.09 0.06 -0.10 -0.419
C 4.743 7.310 -3.702 -0.06 -0.01 -0.06 -0.552
N 4.310 6.892 -2.472 0.06 0.00 -0.02 0.048
C 5.349 6.307 -1.798 -0.06 -0.09 0.08 -0.637
H 7.430 5.959 -2.361 -0.05 0.03 0.00 0.421
H 6.695 7.178 -4.674 -0.04 0.00 0.05 0.414
H 4.071 7.802 -4.386 0.06 -0.02 0.02 0.405
H 3.375 6.998 -2.118 0.10 0.01 -0.01 0.221
H 5.210 5.915 -0.803 0.04 0.02 -0.05 0.472
C 1.463 -0.701 -4.386 0.01 -0.13 0.10 -0.726
C 0.989 -0.046 -5.551 -0.03 0.12 -0.09 -0.632
C -0.365 0.122 -5.402 -0.08 0.03 0.06 -0.766
N -0.726 -0.410 -4.195 0.12 0.13 0.07 0.407
C 0.382 -0.909 -3.567 -0.09 -0.04 0.00 -0.539
H 2.482 -0.987 -4.172 -0.05 0.00 -0.02 0.562
H 1.573 0.267 -6.403 -0.03 -0.03 0.03 0.432
H -1.101 0.571 -6.050 0.04 -0.07 -0.01 0.614
H -1.664 -0.432 -3.825 -0.03 -0.11 -0.10 0.166
H 0.306 -1.369 -2.594 0.03 0.01 -0.04 0.561